Record 1
Formula: C19H37BrClFN3O6S
Source: the OMol25 dataset
Level of theory: ωB97M-V with the def2-TZVPD basis set

```
69
Properties=species:S:1:pos:R:3:forces:R:3
C 4.70830 -2.00031 1.84446 -1.5 0.2 -0.5
C 3.66065 -2.09807 0.54462 2.2 -0.3 0.9
O 2.36686 -1.56071 1.01745 0.7 0.6 -3.1
C 1.54658 -1.32570 -0.17990 -1.9 -1.5 0.4
C 0.40754 -0.11808 0.02500 1.5 -0.2 -2.5
N 0.16275 0.23957 1.47058 -3.4 2.7 -0.4
C 1.18370 1.29352 1.94958 1.0 0.7 1.7
C 2.07671 0.73779 3.25023 -1.9 -7.7 3.0
O 1.82183 -0.47998 3.80522 1.5 8.8 -4.0
Br 3.61058 1.75046 4.07628 -1.8 -0.7 -1.3
C -1.25461 0.68028 1.75072 1.2 -0.3 1.2
N -2.31900 0.98399 0.68877 0.2 -1.1 3.0
C -3.40792 -0.10271 0.80790 -1.7 -2.1 -0.1
C -2.88391 -1.60277 0.40914 0.8 0.1 -1.2
C -3.94955 -2.81511 0.69442 1.1 -0.6 -0.5
C -3.37975 -3.65138 1.99945 -2.0 1.4 0.4
S -2.11638 -4.97124 1.59111 8.4 0.0 3.3
O -1.49498 -5.43916 2.95476 -3.6 1.4 -4.6
O -0.89182 -4.44064 0.75196 -5.6 -1.3 1.7
Cl -2.93229 -6.67706 0.64355 0.1 1.6 0.6
N -1.70421 0.81924 3.07039 0.0 0.2 -3.7
F -0.95599 0.56536 4.16893 -0.3 0.2 -0.9
H 4.22928 -2.70034 2.66793 1.3 1.5 -1.5
H 5.80626 -2.31015 1.55174 -2.4 0.6 0.6
H 4.65433 -0.86108 2.19584 0.3 -2.6 -0.6
H 4.14604 -1.45556 -0.33134 -1.3 -1.2 1.7
H 3.55010 -3.22561 0.21594 0.1 2.3 0.6
H 0.89658 -2.31579 -0.33229 1.4 2.0 0.2
H 2.15160 -1.15436 -1.16926 -1.0 0.0 2.1
H 0.84437 0.80960 -0.58626 -1.2 -1.7 1.6
H -0.52968 -0.48079 -0.57269 1.6 0.8 1.7
H 0.59284 2.26900 2.30328 1.6 -2.0 -0.8
H 1.98906 1.54372 1.11850 -2.0 -0.6 1.6
H -2.83488 1.85699 1.01272 1.1 -1.1 -0.5
H -4.33563 0.12557 0.09281 2.3 0.0 1.5
H -3.85381 -0.16990 1.89946 0.9 0.3 -1.9
H -1.85766 -1.91423 0.92352 -2.1 0.9 -0.9
H -2.63940 -1.57998 -0.75808 -0.6 0.0 2.5
H -3.87607 -3.56382 -0.23174 -0.5 1.8 2.0
H -5.05234 -2.41998 0.82874 2.3 -1.0 -0.1
H -2.81668 -2.84345 2.67452 -0.8 -2.4 -1.3
H -4.24855 -4.16544 2.63246 2.1 0.9 -1.4
H -2.70990 1.11744 3.24649 1.9 -0.5 0.1
C 6.78638 0.95105 -3.22266 -0.3 0.0 -0.6
C 7.30988 1.86985 -2.14912 0.6 0.3 0.2
C 6.46509 1.47749 -0.95664 -0.2 0.0 0.4
O 6.14260 0.08882 -1.11397 0.0 0.2 -0.2
C 6.49797 -0.31374 -2.44397 0.1 -0.4 0.1
H 7.48691 0.79388 -4.04671 -0.1 0.0 0.1
H 5.85504 1.35605 -3.63609 0.1 -0.1 0.0
H 8.36433 1.64476 -1.95024 -0.1 0.1 0.0
H 7.22798 2.93056 -2.39954 0.0 -0.1 0.1
H 5.52476 2.03841 -0.93385 0.0 0.1 0.0
H 6.98508 1.62932 -0.00637 -0.1 -0.1 0.0
H 7.38832 -0.94812 -2.37414 0.0 0.0 -0.1
H 5.68518 -0.90002 -2.88140 0.0 0.0 0.1
C -6.75518 3.37831 -2.71115 -0.7 0.1 0.1
C -5.45422 4.10063 -2.47348 0.5 0.4 -0.3
C -4.87765 3.33736 -1.30104 0.1 -0.1 0.4
O -5.34794 1.98692 -1.41184 0.1 0.2 0.1
C -6.38165 1.94438 -2.40526 -0.1 -0.5 -0.3
H -7.15248 3.50918 -3.72085 0.1 -0.1 0.2
H -7.50996 3.72845 -1.99698 0.0 -0.1 -0.1
H -4.80302 3.98915 -3.34846 0.0 0.1 0.1
H -5.57432 5.16779 -2.27033 0.0 -0.2 0.0
H -5.23852 3.73979 -0.34857 0.0 0.1 0.0
H -3.78390 3.34671 -1.29180 0.0 -0.1 0.0
H -5.97400 1.44343 -3.29007 -0.1 0.0 0.0
H -7.22766 1.36048 -2.03239 0.2 0.0 0.0
```
Forces are in eV/Å.

HOMO-LUMO gap   6.726 eV
LUMO level   -4.6 eV
Highest occupied orbital energy   -11.4 eV
Charge   +1

---

Record 2
Formula: C21H26CrN11O4S
Source: the OMol25 dataset
Level of theory: ωB97M-V with the def2-TZVPD basis set

```
64
Properties=species:S:1:pos:R:3:forces:R:3
Cr 0.46320 0.01424 0.91841 -0.8 0.9 0.4
C 2.39748 -3.75052 1.41434 0.2 0.0 -0.1
C 1.97304 -2.39395 0.98584 0.1 0.0 0.1
N 0.87516 -1.85642 1.38874 -0.2 -0.4 0.3
N 0.08348 -2.57053 2.25990 -0.1 0.0 -0.1
C -0.39914 -1.80709 3.20381 0.1 0.1 0.0
N -1.25109 -2.37840 4.08645 0.0 0.0 0.0
S 0.01253 -0.12115 3.39836 0.2 -0.1 -0.3
C 2.71413 -1.51217 0.07581 0.0 0.2 0.1
C 3.76224 -1.91360 -0.73419 0.1 -0.2 -0.2
C 4.31520 -0.97667 -1.65337 0.1 -0.1 0.0
C 3.67338 0.18886 -1.88122 -0.1 0.0 0.0
C 2.38483 0.43161 -1.19334 0.1 0.1 0.1
N 2.22978 -0.26777 0.04376 0.3 -0.1 -0.1
H 2.31793 -3.82676 2.49768 0.0 0.0 0.0
H 3.42255 -3.96004 1.11248 -0.1 0.0 0.0
H 1.73171 -4.50301 0.98876 0.0 0.0 0.0
H -1.31389 -3.38476 4.08306 0.0 0.0 0.0
H -1.41705 -1.90234 4.95338 0.0 0.0 0.1
H 4.17583 -2.90857 -0.63607 -0.1 0.1 -0.1
H 5.23378 -1.21682 -2.17591 -0.1 0.0 0.0
H 4.03557 0.91830 -2.59551 0.0 0.0 0.1
H 2.18498 1.49338 -1.05421 0.0 0.1 0.0
O -6.23206 0.09088 -1.40546 0.0 0.0 0.1
C -6.01826 -0.04172 -0.01446 0.0 0.0 -0.2
C -4.55004 0.06957 0.26746 0.1 0.0 -0.1
C -4.07954 0.23360 1.56172 -0.1 0.0 0.1
C -2.72315 0.28848 1.78531 0.2 0.0 0.0
N -1.79976 0.19838 0.81098 -0.2 -0.2 -0.2
C -2.26375 0.08304 -0.45381 0.2 0.0 0.0
C -3.61399 0.00680 -0.74982 -0.1 0.0 -0.1
C -1.22575 0.05686 -1.51044 -0.1 0.0 0.0
C -1.51412 0.24789 -2.83236 -0.1 0.0 -0.1
C -0.43611 0.44524 -3.75854 -0.1 0.0 -0.1
C -0.77512 0.77137 -5.19081 -0.1 -0.1 0.0
O -1.44432 -0.31698 -5.81505 0.0 0.2 0.0
C 0.83654 0.29108 -3.34564 0.1 0.2 0.0
C 1.12429 -0.19685 -1.98800 -0.3 -0.2 0.2
N 0.03154 -0.07866 -1.04426 0.3 0.1 -0.2
H -7.15973 -0.06669 -1.60049 0.0 0.0 0.0
H -6.36265 -1.01375 0.35082 0.0 -0.1 0.0
H -6.54751 0.72897 0.55029 0.0 0.1 0.0
H -4.76014 0.31097 2.40238 0.1 0.0 0.0
H -2.33936 0.39948 2.78695 0.1 0.0 0.1
H -3.95288 -0.10321 -1.76850 0.0 0.0 0.0
H -2.53251 0.35572 -3.17643 0.1 0.0 0.0
H 0.12523 1.06295 -5.73711 0.0 0.0 0.0
H -1.47902 1.60132 -5.22870 0.0 0.1 0.0
H -0.84553 -1.06832 -5.86124 0.1 0.0 0.0
H 1.67579 0.44326 -4.02036 -0.1 0.0 0.0
H 1.46159 -1.25426 -2.03169 0.1 0.0 0.0
N 0.12080 2.40449 0.72182 0.1 -0.3 0.1
N 0.93062 3.32675 1.39196 0.3 -0.1 0.2
C 1.93763 2.90440 2.22072 0.0 0.2 -0.2
N 2.54850 3.83003 2.95294 -0.4 0.3 -0.1
N 2.19858 1.62065 2.14856 0.2 -0.4 0.1
N 3.22910 1.11107 2.91774 0.4 0.4 0.2
O 3.97493 1.87372 3.55366 -0.2 -0.7 -0.2
O 3.36720 -0.08750 2.89740 -0.2 0.3 -0.1
H 0.10455 2.62932 -0.26590 0.0 -0.1 -0.1
H -0.82344 2.46341 1.08023 -0.2 -0.1 0.0
H 0.62736 4.28075 1.43703 -0.1 0.2 0.0
H 2.25177 4.78852 2.96684 -0.1 0.0 -0.1
H 3.32713 3.51310 3.50732 0.2 0.0 0.1
```
Forces are in eV/Å.

HOMO-LUMO gap (spin up / spin down)   7.007 / 5.145 eV
<S²>   6.082
Multiplicity   5
LUMO level (spin up / spin down)   -2.7 / -4.6 eV
Highest occupied orbital energy (spin up / spin down)   -9.7 / -9.7 eV
Charge   +1

---

Record 3
Formula: C39H45F5N6O15
Source: the OMol25 dataset
Level of theory: ωB97M-V with the def2-TZVPD basis set

```
110
Properties=species:S:1:pos:R:3:forces:R:3
O -1.02341 2.65960 -4.26308 0.2 0.4 0.1
C -0.28090 3.47141 -3.79256 -0.4 -0.6 -0.8
O 0.17301 4.57847 -4.41127 0.1 -0.1 0.2
C 0.86525 5.39388 -3.44302 -0.4 -0.3 -0.4
C 1.06358 4.44785 -2.29969 0.1 -1.1 2.3
F 0.63670 4.96451 -1.07194 0.3 0.0 -0.8
O 0.24363 3.34500 -2.56674 -0.6 0.4 0.1
H 1.81876 5.72995 -3.77625 0.6 0.1 -0.8
H 0.23019 6.24933 -3.26236 -0.1 0.1 0.6
H 2.03971 3.97584 -2.12596 0.2 0.9 -0.2
O -4.23042 -0.92244 2.95106 -0.4 0.4 0.0
C -3.64453 -1.94170 2.80536 0.3 0.2 1.2
O -2.85633 -2.48231 3.77554 0.8 -0.9 -1.2
C -1.99784 -3.47822 3.13391 -1.3 -0.2 -1.2
C -2.80509 -3.80383 1.78559 -1.2 0.1 2.8
F -3.65243 -4.90642 2.02541 1.0 0.7 -0.5
O -3.69528 -2.68200 1.69229 1.2 -1.1 -0.6
H -1.03981 -3.06333 2.89834 0.5 0.7 -0.2
H -1.78595 -4.34992 3.75778 -0.7 0.1 0.0
H -2.24419 -3.96549 0.87218 0.0 0.1 0.0
O -1.61234 -4.43846 -1.62449 -2.8 -0.1 -0.5
C -2.81896 -4.54124 -1.83057 1.7 0.4 0.4
O -3.78910 -4.18081 -0.96157 1.1 0.2 -1.7
C -5.06355 -4.47446 -1.54868 -0.5 -1.2 0.8
C -4.76358 -5.26637 -2.89452 0.1 2.6 1.8
F -5.42587 -4.63399 -3.91898 0.8 -0.7 0.4
O -3.33511 -5.06253 -2.98249 -0.7 -0.5 0.0
H -5.42884 -5.14873 -0.77270 -0.9 -0.1 -0.4
H -5.72731 -3.58178 -1.60383 0.8 -0.6 -0.4
H -5.04231 -6.31863 -2.83029 0.3 0.1 -0.5
O -4.46335 0.28177 7.66927 -0.1 0.4 0.1
C -3.83347 0.73340 6.76801 -0.4 -1.7 1.3
O -4.03368 1.86494 6.14487 0.3 1.2 -0.4
C -3.26644 1.79908 4.94642 1.1 0.1 -0.5
C -2.17882 0.76866 5.24564 -0.2 0.7 -1.0
F -1.04108 1.39795 5.71857 -0.1 -0.3 0.2
O -2.80389 0.03236 6.21383 0.6 -0.8 0.7
H -3.91173 1.32530 4.25015 -0.5 0.0 -1.2
H -2.83755 2.75009 4.61794 -0.5 -0.1 0.3
H -1.88884 0.12456 4.39661 -0.1 0.4 0.5
O 0.21828 3.71151 3.29768 0.6 -2.2 -2.6
C 0.07288 2.81602 2.45990 0.1 1.8 2.3
O 0.95330 2.25148 1.58997 -0.9 1.1 1.0
C 0.19906 1.45007 0.68716 -1.0 -2.1 0.9
C -1.16364 1.30760 1.41853 -0.5 -1.5 -2.2
F -1.18408 0.06436 2.03201 0.2 -0.3 0.4
O -1.15747 2.25390 2.36244 0.3 1.4 1.0
H 0.19107 1.86807 -0.28956 -0.2 0.6 -0.7
H 0.54009 0.39300 0.64545 0.5 0.9 0.0
H -2.11257 1.32403 0.85791 0.7 0.2 -0.1
C 3.15894 -1.67812 -0.73471 -1.6 -0.5 0.6
C 2.01605 -1.72272 0.19352 1.3 0.9 0.8
C 0.94460 -2.22286 -0.45996 -0.8 -0.4 -1.6
N 1.35947 -2.46339 -1.76203 0.2 -0.2 0.5
C 2.70814 -2.18838 -1.92263 -1.4 0.4 -0.3
H 4.15415 -1.34950 -0.56378 0.5 0.2 0.3
H 1.96454 -1.32917 1.21848 0.4 -0.4 -0.5
H -0.12351 -2.42051 -0.20438 1.3 0.3 -0.1
H 0.74579 -2.80371 -2.47345 0.0 -0.3 -0.4
H 3.10630 -2.20864 -2.94115 0.1 -0.2 0.7
C 2.86584 2.23987 -4.32355 0.5 0.1 -1.1
C 4.11098 2.35238 -3.57213 -2.4 0.3 -0.4
C 3.86517 1.72233 -2.39804 1.3 -1.2 1.3
N 2.63321 1.10590 -2.41223 -0.2 0.6 -0.6
C 2.02056 1.42596 -3.61775 0.0 -0.5 0.4
H 2.64694 2.63500 -5.34478 0.3 -0.4 1.1
H 4.97264 2.91272 -3.82488 0.6 0.3 -0.2
H 4.61507 1.53979 -1.60762 -0.9 0.1 -0.3
H 2.27827 0.45937 -1.70522 0.3 0.3 -0.4
H 1.03936 1.02069 -3.88947 0.5 0.3 0.2
C 3.00678 -1.09992 3.70706 0.3 -0.1 0.1
C 2.10626 -0.32979 4.45469 -0.5 0.7 0.2
C 2.42370 0.97985 4.20755 0.0 1.1 -0.7
N 3.48200 1.04781 3.31828 0.4 -1.3 0.6
C 3.91249 -0.27180 3.09025 -0.9 0.2 -0.5
H 2.88893 -2.15579 3.60756 0.5 -0.5 0.0
H 1.31779 -0.68810 5.10821 0.1 0.1 -0.2
H 1.93976 1.92012 4.47230 0.2 -0.4 0.2
H 3.93469 1.92864 3.05364 -0.1 -0.6 0.1
H 4.69275 -0.65264 2.43489 0.0 0.9 0.1
C -3.75201 -0.08264 -0.22801 0.0 -0.7 -0.3
C -2.67076 -0.94284 -0.71013 -0.8 0.7 0.4
C -1.99568 -0.23895 -1.68941 0.1 -0.9 0.9
N -2.61919 0.95120 -1.82104 0.5 -0.1 -0.7
C -3.68435 1.02501 -1.01351 -0.1 0.7 0.7
H -4.50081 -0.11394 0.57956 0.7 -0.8 -0.5
H -2.42848 -1.93335 -0.37359 0.0 0.0 0.0
H -1.08583 -0.50762 -2.21003 -0.2 0.1 -0.1
H -2.27584 1.71758 -2.33539 0.4 0.7 -1.0
H -4.19959 1.95373 -0.96290 -0.6 0.4 0.1
C 5.00399 4.17698 2.76239 2.3 0.1 0.0
C 4.67830 4.17167 1.38970 1.4 -0.1 -1.0
C 3.33600 4.40635 1.33528 -0.2 0.0 -1.3
N 2.84621 4.57177 2.57371 -1.3 0.3 0.1
C 3.88561 4.45646 3.44741 -2.0 0.2 2.0
H 6.02957 4.12085 3.15003 -0.7 -0.1 0.0
H 5.46985 4.11044 0.59307 -1.4 -0.1 0.7
H 2.65884 4.47427 0.52028 -0.2 0.0 -0.7
H 1.80943 4.65964 2.75842 1.9 -0.2 0.2
H 3.63328 4.60533 4.49188 0.5 -0.2 -0.1
C 0.72121 -2.87560 -6.02184 1.1 -0.6 0.5
C 1.88715 -3.67111 -5.72968 -0.8 -0.9 1.1
C 1.45752 -4.60451 -4.77098 0.8 1.4 -0.1
N 0.17014 -4.27169 -4.36809 -0.8 -1.0 0.0
C -0.30713 -3.25217 -5.19463 1.3 -0.3 -0.2
H 0.71605 -2.12981 -6.77485 -0.3 0.6 -0.4
H 2.94610 -3.53821 -6.03968 -1.2 -0.3 -0.1
H 2.08384 -5.37113 -4.30835 -0.7 0.3 0.1
H -0.41448 -4.81998 -3.68289 1.0 1.0 -1.2
H -1.29235 -2.84442 -5.22464 -0.5 -0.2 0.5
```
Forces are in eV/Å.

HOMO-LUMO gap   8.231 eV
Structure (SMILES)   O=C1OC[C@@H](F)O1.O=C1OC[C@@H](F)O1.O=C1OC[C@@H](F)O1.O=C1OC[C@@H](F)O1.O=C1OC[C@@H](F)O1.c1cc[nH]c1.c1cc[nH]c1.c1cc[nH]c1.c1cc[nH]c1.c1cc[nH]c1.c1cc[nH]c1
LUMO level   0.2 eV
Highest occupied orbital energy   -8.0 eV
Charge   0
Energy relative to the best compared isomer or geometry (same formula, charge and spin)   0.0 kJ/mol

---

| no. | electronic energy (a.u.) |
| --- | --- |
| 1 | -4893.4049 |
| 2 | -3161.4636 |
| 3 | -3469.5812 |